1.
Formula: C16H34CrO3P2S
Source: the OMol25 dataset
Level of theory: ωB97M-V/def2-TZVPD

Geometry as XYZ:
```
57
Properties=species:S:1:pos:R:3:forces:R:3
P 0.393 -1.905 -1.787 -0.243 1.055 -1.956
P 1.935 1.599 -1.194 -0.541 0.839 -2.189
C 0.502 -0.442 -3.015 0.310 -0.143 -0.281
C 1.625 0.656 -2.870 0.511 -0.233 0.223
H -0.497 0.039 -3.037 0.440 -0.288 0.153
H 0.598 -0.866 -4.031 0.110 0.079 0.268
H 2.610 0.204 -3.110 -0.484 0.093 -0.045
H 1.418 1.433 -3.650 0.288 -0.536 0.621
C 0.676 2.922 -1.670 -0.048 0.027 0.642
H 0.482 3.522 -0.769 -0.163 0.026 -0.405
H -0.262 2.450 -1.997 0.238 0.168 0.311
H 1.008 3.587 -2.490 0.154 -0.438 0.410
C 3.437 2.617 -1.610 0.220 -0.124 -0.197
H 3.330 3.358 -2.427 -0.101 -0.529 0.329
H 4.267 1.935 -1.850 -0.097 0.293 0.140
H 3.688 3.167 -0.689 0.036 -0.172 -0.300
C -0.971 -2.865 -2.543 0.304 -0.504 -0.583
H -1.137 -3.702 -1.864 -0.092 -0.126 0.043
H -0.823 -3.272 -3.540 0.379 0.019 -0.176
H -1.902 -2.298 -2.548 0.301 0.131 0.121
C 1.886 -2.879 -2.049 0.435 -0.762 -0.669
H 2.790 -2.270 -2.102 -0.152 0.176 0.124
H 1.830 -3.466 -2.968 0.150 -0.119 -0.036
H 1.995 -3.563 -1.206 0.036 -0.037 -0.034
Cr 2.622 -0.050 3.191 0.650 -0.444 0.342
C -1.918 2.078 -0.009 0.626 0.276 2.491
C -3.131 1.689 -0.391 -1.379 0.490 -0.891
C -3.266 0.406 -1.152 0.077 0.124 0.466
C -3.476 -0.673 -0.104 -0.599 -1.435 -0.749
C -2.387 -1.670 -0.295 1.849 -0.801 1.848
C -1.016 -1.403 -0.160 -1.556 0.953 2.359
C -0.407 0.023 -0.222 0.628 -0.372 0.576
C -0.987 1.051 0.722 0.483 0.579 -1.260
C 2.577 -1.980 3.836 0.745 0.018 -0.296
H -1.625 3.127 0.148 -0.816 -0.312 0.811
H -4.113 2.123 -0.049 1.112 0.720 -1.259
H -2.272 0.207 -1.666 -1.727 0.277 0.258
H -4.109 0.424 -1.882 0.782 0.198 0.401
H -3.508 -0.289 0.939 0.269 0.055 -0.540
H -4.429 -1.229 -0.197 0.187 0.454 -0.230
H -2.691 -2.686 -0.038 0.283 -0.013 0.106
H -0.493 -2.046 0.587 -0.146 0.316 -1.027
H -0.445 0.491 -1.220 -0.128 -0.601 0.608
H 0.703 -0.004 -0.020 -1.275 -0.770 -0.004
H -1.432 0.525 1.590 -0.301 0.697 -0.511
H -0.125 1.590 1.130 -0.370 0.212 -0.005
H 3.470 -2.251 4.429 -0.388 -0.165 -0.338
H 2.584 -2.440 2.824 -0.028 -0.366 0.688
H 1.645 -2.200 4.376 0.434 0.035 -0.284
C -0.638 0.320 5.479 -0.259 0.074 0.255
S 0.455 1.001 4.225 -2.099 0.007 -0.317
O 0.705 -0.129 3.217 -0.471 1.231 0.744
O -0.279 2.066 3.557 0.942 -0.613 1.152
O 1.705 1.331 4.929 0.024 -0.123 -0.959
H -1.611 0.153 4.977 0.499 0.261 0.470
H -0.671 1.094 6.274 -0.305 -0.316 -0.671
H -0.316 -0.611 5.986 0.268 0.455 -0.750
```
Forces are in eV/Å.

Results
gap between HOMO and LUMO (spin up / spin down): 5.3 / 5.2 eV
spin multiplicity: 5
maximum force: 0.0580 Eh/bohr
molar mass: 420.46 g/mol
E: -2980.81783 a.u.
energy relative to the best compared isomer or geometry (same formula, charge and spin): 471.9 kJ/mol
E_LUMO (spin up / spin down): -0.7 / -0.9 eV


2.
Formula: C16H34I2O6PS
Source: the OMol25 dataset
Level of theory: ωB97M-V/def2-TZVPD

Geometry as XYZ:
```
60
Properties=species:S:1:pos:R:3:forces:R:3
C -2.258 -4.197 -3.555 -0.834 -0.119 -0.246
C -2.971 -3.010 -4.483 0.619 -0.916 0.279
C -2.108 -1.599 -4.480 0.660 -2.033 0.351
I -2.164 -0.888 -6.593 0.153 0.099 1.587
S -2.833 -0.302 -3.278 -0.329 1.334 -2.393
C -1.514 1.025 -3.201 1.575 1.303 -0.211
C -0.177 0.628 -2.340 0.297 0.780 0.568
C -0.100 1.322 -0.841 -0.394 -0.161 -0.364
I 2.075 1.382 -0.345 -1.284 -0.042 -0.105
P -3.177 -1.252 -1.385 -0.078 -1.920 2.735
C -4.926 -2.108 -1.416 -0.578 0.429 0.015
C -3.330 0.015 0.053 -0.427 1.609 0.229
H -2.971 -5.131 -3.641 1.422 1.832 0.221
H -1.214 -4.544 -3.989 -2.118 1.023 1.028
H -2.215 -3.885 -2.421 0.187 -0.624 -2.325
H -4.076 -2.838 -4.107 2.210 -0.266 -0.988
H -2.950 -3.442 -5.592 -0.334 1.218 2.503
H -0.999 -1.821 -4.162 -2.176 0.617 -0.718
H -2.010 2.057 -2.869 0.873 -2.496 -0.504
H -1.143 1.215 -4.319 -1.266 -0.771 2.240
H 0.755 1.072 -2.940 -2.114 -1.292 1.245
H -0.096 -0.533 -2.179 0.018 2.287 -0.580
H -0.612 0.669 0.000 1.065 1.589 -1.877
H -0.439 2.454 -0.826 0.559 -2.508 -0.036
H -5.384 -1.974 -0.322 1.100 -0.254 -2.455
H -5.640 -1.595 -2.197 1.256 -1.275 1.539
H -4.732 -3.248 -1.613 -0.529 2.332 0.194
H -4.408 -0.001 0.566 2.439 -0.111 -1.262
H -3.165 1.113 -0.346 -0.252 -2.111 1.000
H -2.493 -0.250 0.835 -1.774 0.513 -1.626
C -0.339 3.800 2.748 0.035 -0.186 0.280
C -1.675 4.486 2.522 0.641 0.382 -0.023
O -2.764 3.576 2.723 -0.509 -0.251 0.715
C -3.052 3.281 4.014 0.406 0.078 0.632
O -2.479 3.716 4.999 -0.923 -0.598 -1.539
O -4.076 2.388 4.023 0.793 0.784 -0.342
C -4.407 1.907 5.322 -0.238 -0.239 0.626
H -0.255 2.906 2.123 0.018 0.141 -0.093
H 0.489 4.477 2.515 -0.122 -0.071 -0.026
H -0.229 3.472 3.786 -0.046 0.175 -0.131
H -1.733 4.825 1.481 -0.304 -0.209 0.190
H -1.789 5.373 3.156 -0.041 -0.316 0.015
H -4.614 2.733 6.012 0.206 -0.162 -0.152
H -3.597 1.278 5.704 -0.088 0.235 0.049
H -5.310 1.296 5.239 0.195 0.180 -0.272
C 4.654 -1.915 0.598 0.177 -0.305 0.037
C 5.253 -0.519 0.632 -0.363 -0.198 -0.352
O 6.354 -0.451 1.548 0.809 -0.122 -0.248
C 7.510 -1.014 1.118 0.220 -0.418 -0.211
O 7.691 -1.560 0.042 -0.294 0.848 1.422
O 8.430 -0.893 2.111 -1.023 0.099 -0.827
C 9.665 -1.545 1.831 0.620 -0.251 -0.073
H 4.379 -2.240 1.606 -0.078 0.164 -0.105
H 3.766 -1.941 -0.040 0.056 0.070 0.079
H 5.371 -2.647 0.214 -0.081 0.212 -0.049
H 4.496 0.187 0.994 0.397 -0.052 0.231
H 5.557 -0.182 -0.366 0.140 -0.174 0.189
H 10.085 -1.210 0.876 -0.203 -0.160 0.133
H 9.521 -2.630 1.830 0.037 0.182 -0.164
H 10.372 -1.290 2.625 -0.382 0.096 -0.038
```
Forces are in eV/Å.

Results
gap between HOMO and LUMO: 8.1 eV
spin multiplicity: 1
maximum force: 0.0650 Eh/bohr
molar mass: 639.29 g/mol
charge: +1
E: -2416.01246 a.u.
E_LUMO: -4.1 eV


3.
Formula: C16H34N2O5SSbSe4SiTc
Source: the OMol25 dataset
Level of theory: ωB97M-V/def2-TZVPD

Geometry as XYZ:
```
65
Properties=species:S:1:pos:R:3:forces:R:3
Tc 0.065 -1.438 1.745 0.155 -0.713 -0.788
C 1.733 -0.792 5.817 0.010 -0.004 0.009
C 1.431 -1.026 4.379 -0.108 0.037 0.016
N 0.275 -1.296 3.860 -0.080 -0.132 0.222
O -0.837 -1.437 4.638 0.133 0.032 -0.120
C 2.485 -0.979 3.353 0.041 -0.054 -0.063
C 3.947 -0.774 3.547 -0.001 -0.005 -0.031
N 1.903 -1.177 2.232 -0.207 0.135 0.329
O 2.064 -1.344 0.985 -0.052 0.019 -0.163
H 0.851 -0.652 6.438 0.002 0.016 -0.014
H 2.337 0.111 5.912 0.017 -0.008 0.004
H 2.315 -1.623 6.221 -0.018 -0.010 0.003
H -0.568 -1.518 5.567 0.033 0.000 -0.026
H 4.238 -1.017 4.566 -0.003 -0.018 -0.003
H 4.212 0.267 3.352 -0.007 0.004 0.014
H 4.509 -1.404 2.859 0.003 0.009 -0.009
C 1.255 -1.708 -2.276 0.006 0.021 0.003
C -0.065 -2.054 -1.614 0.088 -0.171 -0.050
C -1.245 -1.861 -2.546 -0.004 -0.007 0.042
C -0.038 -3.460 -1.059 0.060 -0.019 -0.133
O -0.257 -1.116 -0.432 -0.074 0.082 0.300
Si -0.304 0.563 -0.584 -0.112 0.124 0.043
S -0.547 0.947 1.587 0.045 -0.237 0.071
O 1.157 1.125 -0.847 0.010 -0.165 -0.119
C 1.776 2.236 -1.585 0.040 0.083 0.063
C 3.260 1.921 -1.592 -0.010 0.020 -0.005
C 1.216 2.289 -2.996 0.006 -0.002 -0.003
C 1.474 3.509 -0.814 -0.005 -0.007 -0.013
O -1.490 1.125 -1.440 0.074 -0.155 -0.025
C -2.761 1.805 -1.706 -0.019 0.054 0.023
C -2.549 3.281 -1.422 -0.007 -0.006 -0.013
C -3.075 1.554 -3.169 0.008 -0.004 -0.004
C -3.821 1.207 -0.800 0.006 -0.014 -0.017
H 1.456 -2.441 -3.057 -0.006 0.007 0.000
H 2.075 -1.731 -1.559 0.003 -0.012 -0.008
H 1.225 -0.725 -2.743 0.002 0.019 -0.009
H -1.163 -2.580 -3.363 -0.008 -0.004 0.012
H -1.260 -0.864 -2.981 0.009 0.025 -0.013
H -2.185 -2.038 -2.023 -0.011 0.003 0.002
H 0.091 -4.150 -1.893 0.003 0.000 -0.032
H -0.980 -3.709 -0.568 0.097 0.017 -0.080
H 0.802 -3.609 -0.377 -0.071 0.019 -0.084
H 3.446 0.964 -2.080 -0.001 0.001 -0.005
H 3.649 1.880 -0.574 -0.001 -0.005 0.004
H 3.802 2.695 -2.136 0.000 0.002 0.003
H 1.456 1.382 -3.552 -0.009 -0.008 0.006
H 1.662 3.129 -3.527 0.005 -0.005 -0.004
H 0.135 2.429 -2.989 0.000 0.008 -0.001
H 1.842 3.432 0.210 0.003 0.001 0.002
H 0.401 3.707 -0.794 -0.004 0.002 -0.002
H 1.964 4.360 -1.286 -0.004 0.000 0.000
H -1.801 3.704 -2.092 0.004 -0.001 0.002
H -2.234 3.435 -0.388 -0.004 0.002 0.009
H -3.483 3.822 -1.573 0.002 0.001 -0.004
H -2.261 1.903 -3.804 0.001 -0.001 0.001
H -3.979 2.095 -3.446 0.000 0.000 -0.003
H -3.243 0.493 -3.357 0.002 -0.004 0.004
H -3.646 1.479 0.242 0.006 -0.004 0.013
H -3.841 0.121 -0.895 -0.009 0.001 -0.008
H -4.801 1.593 -1.082 0.003 0.009 0.006
Se -3.841 -4.373 -0.376 -0.137 -0.052 -0.066
Sb -3.304 -3.951 1.820 0.338 -0.029 -0.469
Se -2.161 -0.501 1.957 -0.184 0.092 0.389
Se -0.661 -3.670 2.176 -0.057 0.903 0.657
Se -4.107 -3.542 3.930 0.003 0.105 0.134
```
Forces are in eV/Å.

Results
gap between HOMO and LUMO (spin up / spin down): 5.6 / 5.6 eV
spin multiplicity: 1
maximum force: 0.0217 Eh/bohr
molar mass: 930.21 g/mol
charge: +2
E: -11729.75311 a.u.
energy relative to the best compared isomer or geometry (same formula, charge and spin): 0.0 kJ/mol
E_LUMO (spin up / spin down): -8.7 / -8.7 eV


4.
Formula: C16H34N2O8P2
Source: the OMol25 dataset
Level of theory: ωB97M-V/def2-TZVPD

Geometry as XYZ:
```
62
Properties=species:S:1:pos:R:3:forces:R:3
C 4.955 -0.194 0.282 0.032 -0.056 -0.244
C 5.016 -1.566 -0.371 -0.379 0.026 0.115
O 4.337 -1.493 -1.617 0.308 0.275 -0.094
C 4.637 -2.538 -2.499 -0.266 0.004 0.015
C 3.978 -3.885 -2.127 0.157 -0.107 -0.072
O 2.971 -3.683 -1.171 -0.055 0.021 0.084
C 1.872 -4.574 -1.228 0.310 0.020 0.124
P 0.307 -3.731 -1.780 -0.368 -0.288 -0.478
C 0.917 -2.054 -2.213 -0.051 0.230 -0.088
C -0.047 -1.223 -3.076 0.360 0.070 -0.093
C -0.752 -0.108 -2.329 -0.372 -0.026 0.177
N -1.501 -0.594 -1.164 0.251 -0.175 -0.177
P -0.653 -3.685 0.199 0.529 -0.209 0.987
N 0.186 -4.369 1.362 -0.388 0.079 -0.398
H 4.875 -0.273 1.362 0.071 0.022 0.089
H 5.825 0.407 0.025 0.017 0.074 0.023
H 4.072 0.319 -0.097 -0.090 0.022 0.091
H 6.049 -1.882 -0.542 0.096 -0.074 0.055
H 4.511 -2.302 0.258 0.088 -0.140 0.021
H 5.720 -2.672 -2.577 0.096 -0.036 -0.060
H 4.267 -2.213 -3.471 -0.005 0.046 -0.046
H 4.723 -4.591 -1.745 0.038 -0.018 0.098
H 3.566 -4.326 -3.040 -0.037 -0.051 -0.040
H 2.072 -5.410 -1.899 0.050 -0.008 -0.097
H 1.700 -4.972 -0.225 -0.077 -0.039 0.034
H 1.284 -1.491 -1.356 -0.005 0.006 0.078
H 1.803 -2.267 -2.813 0.057 -0.067 0.069
H 0.548 -0.752 -3.864 -0.069 0.012 -0.093
H -0.768 -1.867 -3.581 -0.107 -0.047 0.044
H -1.432 0.401 -3.018 0.064 0.094 -0.073
H -0.020 0.633 -2.002 0.061 0.002 0.003
H -2.496 -0.488 -1.274 -0.090 0.083 0.030
H -1.209 -0.127 -0.320 -0.129 0.140 0.156
H -1.001 -2.356 0.457 -0.076 0.069 -0.147
H -1.886 -4.318 -0.037 -0.187 0.219 -0.175
H -0.317 -5.172 1.721 0.162 -0.091 0.163
C 0.881 4.686 -1.186 0.090 -0.178 -0.024
C -0.187 4.241 -0.224 0.060 0.069 -0.031
C -0.023 4.705 1.209 -0.010 -0.005 0.030
O -0.668 3.652 1.942 0.049 0.061 0.027
C -0.598 2.526 1.200 0.098 0.081 -0.123
O -0.881 1.439 1.589 -0.031 -0.174 -0.012
O -0.161 2.808 -0.047 -0.093 0.012 -0.039
H 0.697 4.283 -2.181 -0.032 0.023 -0.005
H 0.893 5.774 -1.252 -0.013 0.018 0.002
H 1.861 4.339 -0.858 0.002 0.037 0.047
H -1.180 4.503 -0.597 -0.014 0.001 0.012
H -0.502 5.655 1.425 -0.095 -0.055 0.052
H 1.026 4.742 1.509 0.024 0.022 -0.038
C -3.752 1.971 2.726 -0.116 0.216 -0.088
C -4.930 2.070 3.655 0.039 -0.056 -0.061
C -6.039 1.064 3.431 -0.056 -0.001 0.017
O -7.195 1.774 3.895 0.028 -0.079 -0.050
C -6.951 3.100 3.761 0.093 -0.046 -0.023
O -7.764 3.954 3.888 -0.077 0.072 0.008
O -5.648 3.308 3.459 0.048 -0.002 0.079
H -3.026 2.751 2.948 0.048 -0.029 0.037
H -3.256 1.008 2.831 0.021 -0.018 0.031
H -4.073 2.094 1.690 -0.027 -0.066 0.003
H -4.603 2.048 4.699 -0.011 -0.005 0.014
H -5.919 0.141 3.992 -0.075 0.031 0.076
H -6.174 0.837 2.371 0.052 -0.012 -0.019
```
Forces are in eV/Å.

Results
gap between HOMO and LUMO: 8.2 eV
spin multiplicity: 1
maximum force: 0.0222 Eh/bohr
molar mass: 444.40 g/mol
E: -2024.12451 a.u.
E_LUMO: 0.4 eV
SMILES: CCOCCOCP(CCCN)[PH2]=N.C[C@@H]1COC(=O)O1.C[C@@H]1COC(=O)O1